Version A
Molecular formula: C3H5NO2S
Method: DFT, ωB97M-V/def2-TZVPD

Last columns: bonded neighbours and bond lengths (Å).
Cartesian coordinates (Å):
1 C -1.4283 1.0951 -0.3969  H4 1.043, H5 1.087, H6 1.118, O10 1.457
2 C 0.0625 -0.4721 0.2179  C3 1.509, N9 1.243, O10 1.420
3 C 0.2604 -1.9631 0.3410  C2 1.509, H7 1.163, O11 1.216
4 H -2.3965 1.1466 -0.7815  C1 1.043
5 H -1.1550 1.5720 0.5410  C1 1.087
6 H -0.8249 1.4653 -1.2616  C1 1.118
7 H -0.7789 -2.4833 0.3827  C3 1.163
8 H 2.7934 1.6730 0.4343  S12 1.491
9 N 0.8585 0.4791 0.1425  C2 1.243, S12 1.702
10 O -1.3086 -0.3306 -0.1231  C1 1.457, C2 1.420
11 O 1.3746 -2.4373 0.4561  C3 1.216
12 S 2.5430 0.2553 0.0475  H8 1.491, N9 1.702

Values from the calculation:
structure (SMILES)	CO/C(C=O)=N/S
gap between HOMO and LUMO	0.3164	Eh
net charge	0
molar mass	119.14	Da
HOMO energy	-8.83	eV

***

Version B
Molecular formula: C3H5NO2S
Method: DFT, ωB97M-V/def2-TZVPD

Last columns: bonded neighbours and bond lengths (Å).
Cartesian coordinates (Å):
1 C 1.5065 1.0009 -0.4578  C3 1.425, N4 1.144
2 C -1.3700 -0.8210 -0.9417  S7 1.847, H8 1.084, H9 1.088, H10 1.087
3 C 1.4038 0.5503 0.8904  C1 1.425, O6 1.685, H11 1.083, H12 1.090
4 N 1.6083 1.3827 -1.5311  C1 1.144
5 O -1.4329 0.6155 1.2702  S7 1.452
6 O 0.5288 -0.8898 0.8877  C3 1.685, S7 1.650
7 S -1.1148 -0.7477 0.8858  C2 1.847, O5 1.452, O6 1.650
8 H -2.4269 -0.6854 -1.1430  C2 1.084
9 H -1.0444 -1.8061 -1.2688  C2 1.088
10 H -0.7892 -0.0440 -1.4331  C2 1.087
11 H 2.3426 0.2416 1.3323  C3 1.083
12 H 0.7882 1.2031 1.5091  C3 1.090

Values from the calculation:
gap between HOMO and LUMO	0.3549	Eh
net charge	0
molar mass	119.14	Da
HOMO energy	-9.62	eV

***

Version C
Molecular formula: C3H5NO2S
Method: DFT, ωB97M-V/def2-TZVPD

Last columns: bonded neighbours and bond lengths (Å).
Cartesian coordinates (Å):
1 C -0.5214 -0.4387 0.4470  C3 1.546, N4 1.209, O6 1.351
2 C 1.1884 0.6085 -0.9619  O6 1.414, S7 1.906, H8 1.048, H9 1.071
3 C -2.0633 -0.3329 0.4222  C1 1.546, H10 1.176, H11 1.151, H12 1.099
4 N 0.1056 -0.9593 1.3400  C1 1.209
5 O 3.4041 0.2236 0.5746  S7 1.495
6 O -0.1346 0.1939 -0.6824  C1 1.351, C2 1.414
7 S 2.4420 -0.6128 -0.2065  C2 1.906, O5 1.495
8 H 1.4275 0.6414 -1.9817  C2 1.048
9 H 1.2909 1.4946 -0.3699  C2 1.071
10 H -2.3305 0.4503 1.2580  C3 1.176
11 H -2.6253 -1.2720 0.7782  C3 1.151
12 H -2.1834 0.0033 -0.6177  C3 1.099

Values from the calculation:
gap between HOMO and LUMO (spin up / spin down)	0.3228 / 0.3048	Eh
net charge	0
molar mass	119.14	Da
HOMO energy (spin up / spin down)	-9.78 / -9.16	eV

***

Version D
Molecular formula: C3H5NO2S
Method: DFT, ωB97M-V/def2-TZVPD

Last columns: bonded neighbours and bond lengths (Å).
Cartesian coordinates (Å):
1 C -0.2053 -0.5769 0.1027  C2 1.463, N9 1.497, O10 1.266
2 C 0.3650 -0.0804 -1.1497  C1 1.463, C3 1.602, H6 1.055, O11 1.350
3 C 0.4327 -1.3993 -2.0561  C2 1.602, H7 1.231, H8 1.309, O11 1.542
4 H -0.3329 2.6497 0.6390  S12 1.589
5 H -0.8092 -0.2015 1.9409  N9 0.967
6 H 0.9671 0.7805 -1.2444  C2 1.055
7 H -0.2069 -2.3915 -1.7074  C3 1.231
8 H 1.5159 -1.4117 -2.7904  C3 1.309
9 N -0.3484 0.3343 1.2811  C1 1.497, H5 0.967, S12 1.542
10 O -0.4750 -1.7684 0.4342  C1 1.266
11 O -0.5406 -0.2061 -2.1431  C2 1.350, C3 1.542
12 S 0.3672 1.6481 1.6552  H4 1.589, N9 1.542

Values from the calculation:
structure (SMILES)	O=C(NS)[C@H]1CO1
gap between HOMO and LUMO	0.3344	Eh
net charge	0
molar mass	119.14	Da
HOMO energy	-8.92	eV

***

Which of them is the most stable, and which is the least stable? version B and version D, in that order.